1.
# C37H86HgN7O12

A structure of composition C37H86HgN7O12 at a distorted geometry (ωB97M-V with the def2-TZVPD basis set, OMol25).

Positions of all 143 atoms, in Å:
Hg (-0.428, -1.049, -1.503)
C (-4.556, 0.447, -1.874)
C (-3.984, -0.148, -0.588)
C (-4.773, -1.450, -0.258)
O (-2.640, -0.536, -0.767)
H (-5.624, 0.606, -1.728)
H (-4.410, -0.120, -2.793)
H (-4.158, 1.427, -2.135)
H (-4.136, 0.604, 0.186)
H (-4.434, -2.016, 0.610)
H (-4.752, -2.138, -1.103)
H (-5.814, -1.137, -0.177)
C (3.839, -2.482, -2.500)
C (5.051, -2.585, -3.298)
C (5.295, -1.650, -4.578)
O (6.308, -1.829, -5.258)
C (4.245, -0.790, -4.952)
C (3.103, -0.744, -4.154)
C (2.870, -1.626, -2.882)
O (1.944, -1.310, -2.030)
O (2.279, 0.047, -4.707)
O (6.024, -3.324, -3.034)
H (3.680, -3.090, -1.622)
H (4.390, -0.065, -5.739)
C (-3.819, 4.203, -3.229)
C (-2.289, 3.968, -3.285)
C (-1.573, 5.265, -3.029)
O (-2.040, 5.902, -1.794)
C (-1.571, 7.236, -1.673)
N (-1.968, 2.936, -2.330)
H (-4.083, 4.861, -4.057)
H (-4.085, 4.674, -2.282)
H (-4.349, 3.267, -3.407)
H (-1.919, 3.583, -4.235)
H (-1.802, 5.919, -3.870)
H (-0.510, 5.039, -2.946)
H (-2.337, 7.915, -2.047)
H (-0.684, 7.457, -2.267)
H (-1.319, 7.451, -0.634)
H (-2.041, 3.217, -1.363)
H (-2.786, 2.346, -2.374)
C (4.626, 0.482, -0.494)
C (4.898, -0.580, 0.448)
C (6.160, -0.397, 1.243)
O (7.344, -0.894, 0.526)
C (8.540, -0.892, 1.252)
N (3.752, -0.567, 1.240)
H (3.741, 0.178, -1.053)
H (5.415, 0.697, -1.215)
H (4.468, 1.458, -0.037)
H (4.931, -1.572, -0.002)
H (6.186, -1.035, 2.126)
H (6.287, 0.614, 1.630)
H (8.740, -0.001, 1.849)
H (9.390, -0.994, 0.577)
H (8.577, -1.693, 1.991)
H (3.455, 0.376, 1.445)
H (3.084, -1.031, 0.642)
C (1.954, 2.362, 3.621)
C (1.138, 1.184, 4.251)
C (0.274, 1.369, 5.547)
O (-0.161, 0.098, 5.954)
C (0.689, -0.942, 6.495)
N (0.317, 0.730, 3.123)
H (2.521, 2.035, 2.749)
H (2.596, 2.891, 4.325)
H (1.432, 3.265, 3.304)
H (1.839, 0.349, 4.269)
H (-0.543, 2.020, 5.236)
H (0.965, 1.786, 6.280)
H (1.222, -0.405, 7.280)
H (1.391, -1.373, 5.781)
H (0.151, -1.795, 6.907)
H (-0.414, 0.087, 3.395)
H (-0.275, 1.386, 2.633)
C (1.851, 2.852, -1.280)
C (1.018, 2.130, -0.225)
C (0.222, 3.103, 0.646)
O (-0.730, 2.451, 1.431)
C (-1.623, 3.302, 2.151)
N (-0.004, 1.275, -0.853)
H (1.236, 3.626, -1.739)
H (2.172, 2.242, -2.124)
H (2.715, 3.334, -0.822)
H (1.720, 1.577, 0.400)
H (-0.350, 3.906, 0.181)
H (0.896, 3.630, 1.321)
H (-1.104, 3.951, 2.856)
H (-2.140, 2.571, 2.772)
H (-2.279, 3.977, 1.600)
H (-0.726, 1.230, -0.148)
H (-0.384, 2.069, -1.348)
C (0.733, -2.773, 2.551)
C (0.466, -2.737, 1.060)
C (-0.761, -3.570, 0.522)
O (-0.933, -3.334, -0.903)
C (-2.250, -3.908, -1.224)
N (0.147, -1.339, 0.793)
H (-0.213, -2.522, 3.031)
H (1.372, -1.961, 2.897)
H (1.143, -3.725, 2.891)
H (1.386, -2.957, 0.518)
H (-1.550, -3.257, 1.206)
H (-0.596, -4.637, 0.666)
H (-1.977, -4.944, -1.426)
H (-2.454, -3.585, -2.245)
H (-3.048, -3.951, -0.483)
H (0.884, -0.780, 1.197)
H (-0.567, -1.079, 1.459)
C (-3.300, -0.367, 4.943)
C (-2.851, -1.586, 4.212)
C (-3.889, -2.701, 4.186)
O (-3.486, -3.703, 3.225)
C (-2.546, -4.686, 3.641)
N (-2.543, -1.177, 2.802)
H (-2.589, 0.445, 4.793)
H (-3.466, -0.576, 6.000)
H (-4.238, -0.030, 4.503)
H (-1.901, -1.996, 4.557)
H (-4.791, -2.171, 3.880)
H (-3.944, -3.133, 5.185)
H (-2.210, -5.147, 2.713)
H (-2.955, -5.453, 4.299)
H (-1.666, -4.253, 4.117)
H (-3.378, -0.831, 2.353)
H (-2.206, -1.990, 2.306)
C (-2.245, -0.029, -5.477)
C (-1.707, -0.804, -4.285)
C (-1.025, -2.080, -4.694)
O (-0.401, -2.673, -3.517)
C (0.252, -3.929, -3.857)
N (-0.706, -0.005, -3.620)
H (-2.425, 1.004, -5.179)
H (-3.183, -0.225, -5.996)
H (-1.577, -0.078, -6.337)
H (-2.590, -0.982, -3.671)
H (-0.282, -1.863, -5.462)
H (-1.800, -2.806, -4.941)
H (-0.418, -4.568, -4.432)
H (0.660, -4.459, -2.997)
H (1.061, -3.656, -4.535)
H (0.207, -0.108, -4.041)
H (-0.967, 0.970, -3.610)

HOMO energy	-0.1106	Ha
charge	-1
energy relative to the best compared isomer or geometry (same formula, charge and spin)	37.0	kcal per mole
frontier orbital gap	0.17723	hartree
molar mass	1021.7	u
largest force on an atom	3.9	eV Å⁻¹
lowest unoccupied orbital energy	0.067	hartree

---

2.
# C37H89AsF6N5O3P

A structure of composition C37H89AsF6N5O3P at a distorted geometry (ωB97M-V with the def2-TZVPD basis set, OMol25).

Positions of all 142 atoms, in Å:
As (0.564, 0.458, 0.189)
F (1.818, 1.329, 1.018)
F (0.070, -0.138, 1.745)
F (-0.737, -0.419, -0.540)
F (1.043, 1.098, -1.354)
F (1.589, -0.895, -0.085)
F (-0.564, 1.787, 0.380)
C (2.787, 3.654, -5.122)
N (1.637, 3.463, -4.185)
C (1.233, 2.004, -4.200)
C (2.127, 3.807, -2.830)
C (0.467, 4.328, -4.548)
C (-0.072, 4.197, -5.951)
O (-0.909, 3.049, -6.044)
H (3.109, 4.691, -5.051)
H (2.506, 3.444, -6.146)
H (3.603, 3.001, -4.824)
H (1.098, 1.730, -5.240)
H (0.311, 1.914, -3.635)
H (1.988, 1.441, -3.663)
H (1.279, 3.800, -2.143)
H (2.596, 4.787, -2.816)
H (2.819, 3.045, -2.484)
H (0.782, 5.353, -4.315)
H (-0.311, 4.168, -3.799)
H (0.745, 4.045, -6.658)
H (-0.544, 5.123, -6.277)
H (-1.819, 3.345, -6.145)
C (5.816, -2.269, 2.412)
N (4.620, -1.435, 2.756)
C (4.888, -0.057, 2.212)
C (3.445, -1.998, 2.024)
C (4.341, -1.345, 4.245)
C (5.530, -1.578, 5.135)
O (6.562, -0.672, 4.804)
H (6.704, -1.900, 2.912)
H (5.960, -2.194, 1.338)
H (5.635, -3.295, 2.725)
H (4.961, -0.126, 1.134)
H (5.753, 0.344, 2.732)
H (4.024, 0.541, 2.499)
H (3.331, -3.032, 2.340)
H (3.640, -1.878, 0.965)
H (2.543, -1.464, 2.315)
H (3.562, -2.074, 4.464)
H (3.927, -0.354, 4.421)
H (5.829, -2.634, 5.117)
H (5.164, -1.449, 6.160)
H (7.133, -0.577, 5.574)
C (2.707, 4.254, 3.281)
N (1.374, 4.937, 3.334)
C (1.317, 5.969, 2.258)
C (0.315, 3.910, 3.109)
C (1.081, 5.600, 4.694)
C (2.216, 6.272, 5.409)
O (3.138, 5.291, 5.841)
H (2.717, 3.463, 4.022)
H (3.487, 4.988, 3.427)
H (2.794, 3.806, 2.291)
H (2.060, 6.730, 2.473)
H (0.308, 6.370, 2.223)
H (1.551, 5.478, 1.316)
H (0.386, 3.553, 2.084)
H (-0.652, 4.368, 3.312)
H (0.463, 3.098, 3.817)
H (0.535, 4.869, 5.290)
H (0.300, 6.324, 4.443)
H (1.766, 6.771, 6.271)
H (2.684, 7.013, 4.751)
H (3.757, 5.681, 6.469)
C (-5.915, 3.782, -0.316)
C (-4.687, 4.473, 0.295)
N (-4.273, 3.807, 1.534)
C (-4.549, 4.221, 2.813)
C (-3.924, 3.372, 3.655)
N (-3.231, 2.470, 2.863)
C (-3.474, 2.744, 1.598)
C (-2.467, 1.336, 3.370)
H (-5.672, 2.805, -0.739)
H (-6.404, 4.396, -1.064)
H (-6.607, 3.535, 0.494)
H (-4.894, 5.517, 0.505)
H (-3.874, 4.395, -0.426)
H (-5.192, 5.059, 3.021)
H (-3.870, 3.305, 4.727)
H (-3.072, 2.205, 0.756)
H (-2.116, 1.501, 4.387)
H (-1.606, 1.055, 2.767)
H (-3.165, 0.501, 3.442)
C (0.408, -2.092, -6.020)
C (-0.817, -1.532, -5.306)
C (-1.004, -2.056, -3.872)
C (-1.535, -3.485, -3.845)
P (-1.996, -4.050, -2.185)
C (-3.250, -2.926, -1.500)
C (-3.505, -3.014, 0.013)
C (-4.583, -2.043, 0.476)
C (-4.316, -0.551, 0.239)
C (-2.696, -5.730, -2.310)
C (-2.706, -6.509, -1.000)
C (-2.964, -7.999, -1.238)
C (-3.167, -8.767, 0.066)
C (-0.592, -3.928, -1.065)
C (0.679, -4.649, -1.523)
C (1.773, -4.609, -0.470)
C (1.554, -5.588, 0.687)
H (1.349, -1.659, -5.673)
H (0.310, -1.846, -7.078)
H (0.516, -3.174, -5.933)
H (-1.699, -1.843, -5.874)
H (-0.790, -0.442, -5.316)
H (-1.610, -1.353, -3.297)
H (-0.032, -2.031, -3.358)
H (-0.783, -4.223, -4.140)
H (-2.425, -3.589, -4.471)
H (-4.145, -2.998, -2.121)
H (-2.801, -1.943, -1.698)
H (-2.545, -2.921, 0.518)
H (-3.914, -4.014, 0.189)
H (-4.818, -2.196, 1.530)
H (-5.499, -2.312, -0.059)
H (-3.446, -0.218, 0.810)
H (-5.216, -0.067, 0.629)
H (-4.217, -0.285, -0.812)
H (-2.030, -6.217, -3.033)
H (-3.665, -5.561, -2.783)
H (-3.470, -6.120, -0.323)
H (-1.751, -6.433, -0.472)
H (-2.116, -8.440, -1.769)
H (-3.852, -8.142, -1.859)
H (-2.296, -8.670, 0.720)
H (-3.356, -9.819, -0.132)
H (-4.012, -8.383, 0.642)
H (-0.953, -4.303, -0.103)
H (-0.498, -2.845, -0.918)
H (1.025, -4.133, -2.425)
H (0.420, -5.667, -1.824)
H (1.937, -3.588, -0.119)
H (2.716, -4.927, -0.928)
H (2.372, -5.514, 1.404)
H (1.495, -6.625, 0.359)
H (0.620, -5.358, 1.210)

HOMO energy	-0.6568	Ha
charge	+4
frontier orbital gap	0.36673	hartree
molar mass	872.0	u
largest force on an atom	1.6	eV Å⁻¹
lowest unoccupied orbital energy	-0.290	hartree

---

3.
# C37H89N2O17P

A cluster of 8 separate species, C37H89N2O17P in total at a distorted geometry (ωB97M-V with the def2-TZVPD basis set, OMol25).

Positions of all 146 atoms, in Å:
C (3.043, -1.278, -1.797)
C (2.129, -2.530, -1.315)
C (1.959, -2.459, 0.297)
C (0.580, -3.208, 0.668)
C (-0.727, -2.257, 0.696)
C (-0.522, -0.801, 0.014)
C (-1.989, -0.053, 0.029)
C (-2.034, 1.319, -0.847)
C (-0.923, 2.372, -0.337)
C (-1.105, 2.878, 1.184)
C (-0.389, 4.326, 1.388)
C (1.162, 4.344, 0.967)
C (2.173, 3.719, 2.060)
C (3.006, 2.434, 1.545)
C (4.591, 2.735, 1.292)
C (4.928, 2.709, -0.282)
C (5.868, 1.492, -0.763)
C (5.727, 1.131, -2.329)
N (6.123, 2.230, -3.259)
C (4.981, 3.111, -3.641)
C (3.805, 2.398, -4.489)
O (2.716, 1.852, -3.698)
C (1.593, 2.764, -3.585)
N (1.915, 4.120, -3.030)
C (1.836, 5.064, -3.967)
O (2.214, 5.913, -4.820)
P (0.572, 2.859, -5.224)
C (-1.274, 2.621, -4.739)
O (1.096, 1.506, -6.174)
H (3.931, -1.178, -1.052)
H (3.427, -1.435, -2.880)
H (2.428, -0.293, -1.719)
H (1.111, -2.457, -1.841)
H (2.631, -3.523, -1.611)
H (2.059, -1.397, 0.727)
H (2.832, -3.070, 0.746)
H (0.427, -4.069, -0.087)
H (0.708, -3.728, 1.700)
H (-1.536, -2.797, 0.063)
H (-1.084, -2.120, 1.778)
H (-0.125, -0.841, -1.067)
H (0.199, -0.117, 0.612)
H (-2.728, -0.789, -0.490)
H (-2.292, 0.127, 1.119)
H (-1.756, 1.029, -1.934)
H (-3.098, 1.774, -0.911)
H (-0.986, 3.315, -1.019)
H (0.132, 1.910, -0.473)
H (-0.689, 2.092, 1.915)
H (-2.232, 2.997, 1.389)
H (-0.978, 5.065, 0.707)
H (-0.601, 4.642, 2.470)
H (1.363, 3.838, -0.044)
H (1.446, 5.464, 0.818)
H (2.868, 4.569, 2.405)
H (1.580, 3.398, 3.008)
H (2.483, 1.982, 0.628)
H (2.965, 1.656, 2.410)
H (4.746, 3.834, 1.640)
H (5.260, 2.007, 1.869)
H (3.959, 2.641, -0.907)
H (5.455, 3.683, -0.627)
H (5.495, 0.548, -0.188)
H (6.980, 1.611, -0.442)
H (6.474, 0.258, -2.522)
H (4.682, 0.690, -2.503)
H (6.477, 1.808, -4.131)
H (5.428, 3.929, -4.340)
H (4.497, 3.679, -2.772)
H (4.296, 1.527, -5.080)
H (3.433, 3.156, -5.293)
H (0.862, 2.271, -2.822)
H (-1.407, 1.698, -4.047)
H (-1.699, 3.550, -4.194)
H (-1.895, 2.407, -5.681)
H (1.245, 1.843, -7.097)
O (4.782, 6.350, -3.118)
C (5.683, 6.869, -2.138)
C (4.886, 7.442, -0.976)
O (4.054, 6.431, -0.415)
H (4.338, 7.108, -3.527)
H (6.305, 6.036, -1.801)
H (6.321, 7.627, -2.601)
H (5.547, 7.822, -0.194)
H (4.233, 8.252, -1.319)
H (3.743, 5.894, -1.164)
O (-3.416, -1.465, 3.176)
C (-4.114, -0.575, 4.044)
C (-3.120, 0.074, 4.993)
O (-2.124, 0.757, 4.242)
H (-3.120, -2.217, 3.712)
H (-4.592, 0.179, 3.414)
H (-4.886, -1.129, 4.586)
H (-3.615, 0.788, 5.655)
H (-2.611, -0.683, 5.599)
H (-1.957, 0.207, 3.458)
O (-2.736, -5.000, 1.004)
C (-3.585, -5.324, -0.099)
C (-5.037, -5.260, 0.352)
O (-5.328, -3.959, 0.855)
H (-2.788, -5.734, 1.634)
H (-3.394, -4.584, -0.880)
H (-3.324, -6.317, -0.475)
H (-5.717, -5.475, -0.476)
H (-5.222, -5.974, 1.162)
H (-4.527, -3.668, 1.324)
O (-5.100, -6.846, 3.615)
C (-5.802, -5.954, 4.485)
C (-4.812, -5.301, 5.437)
O (-3.816, -4.608, 4.693)
H (-4.803, -7.597, 4.148)
H (-6.281, -5.201, 3.855)
H (-6.572, -6.511, 5.026)
H (-5.311, -4.591, 6.099)
H (-4.303, -6.059, 6.043)
H (-3.643, -5.152, 3.908)
O (-8.140, -0.084, 0.016)
C (-8.954, -0.923, 0.838)
C (-8.083, -1.583, 1.897)
O (-7.432, -0.584, 2.676)
H (-7.573, -0.662, -0.516)
H (-9.706, -0.283, 1.305)
H (-9.454, -1.666, 0.210)
H (-8.680, -2.212, 2.562)
H (-7.304, -2.195, 1.430)
H (-7.208, 0.131, 2.058)
O (3.824, -3.287, 2.724)
C (5.241, -3.345, 2.897)
C (5.563, -4.182, 4.127)
O (5.015, -5.488, 3.977)
H (3.467, -2.742, 3.440)
H (5.656, -3.809, 2.000)
H (5.635, -2.329, 2.989)
H (6.641, -4.271, 4.273)
H (5.115, -3.739, 5.023)
H (4.165, -5.370, 3.522)
O (-1.347, -0.880, -3.046)
C (-2.479, -0.843, -3.918)
C (-2.793, -2.254, -4.391)
O (-3.041, -3.094, -3.267)
H (-0.572, -1.091, -3.590)
H (-3.315, -0.437, -3.342)
H (-2.266, -0.176, -4.758)
H (-3.672, -2.267, -5.038)
H (-1.941, -2.676, -4.935)
H (-2.424, -2.802, -2.575)

HOMO energy	-0.3092	Ha
energy relative to the best compared isomer or geometry (same formula, charge and spin)	163.0	kcal per mole
frontier orbital gap	0.32016	hartree
molar mass	865.1	u
largest force on an atom	7.8	eV Å⁻¹
structure (SMILES)	CCCCCCCCCCCCCCCCCCNCCO[C@@H](N=C=O)P(C)O.OCCO.OCCO.OCCO.OCCO.OCCO.OCCO.OCCO
lowest unoccupied orbital energy	0.011	hartree